Molecular formula: C16H52F2N5O12PbS2
Method: DFT, ωB97M-V with the def2-TZVPD basis set

Geometry as XYZ:
```
90
C16H52F2N5O12PbS2 | the Open Molecules 2025 dataset | ωB97M-V with the def2-TZVPD basis set
H 6.77923 1.29355 0.98189
C -4.03886 -3.36957 -0.39785
H -4.89644 2.73736 -0.36583
H -3.78380 4.88598 1.80415
O 3.29949 0.50567 -3.26560
H 0.87092 2.71568 2.87079
C -0.81572 0.29285 3.24416
C -3.74592 2.76873 1.67463
H -5.96776 -3.66052 1.26820
O -3.00604 1.69146 -0.36324
H 2.53149 0.40792 -2.70270
C -4.36571 4.03244 2.15194
H -4.51874 0.24804 0.31862
H 5.76320 -0.95022 1.96341
H -1.70745 2.77867 -5.08736
H 3.41251 1.89709 4.14745
H -5.41433 4.11493 1.86612
O -3.60461 1.81899 -3.16065
H -2.59635 -5.62072 -1.33758
O 7.25859 -2.05988 1.37805
H -1.73433 -0.11645 2.82377
C -3.59415 0.35258 -0.24910
C -6.27968 -3.05689 0.41589
C 7.40208 -3.45635 1.00720
O 2.09433 -1.01991 -0.07937
H -3.11132 -2.81665 -0.24937
H -4.37804 1.47792 -3.60977
H 1.73284 3.08475 -2.57215
N 2.26541 1.70598 1.05500
H 4.24640 0.74705 3.21756
C -3.89091 2.72775 0.05478
H -4.90653 -2.51782 -2.38848
C 6.31268 -0.42797 -0.13569
N -4.06677 -2.89685 -2.80230
O -2.36096 3.45798 -4.92094
H 6.66744 -4.16390 1.39164
Pb -0.31601 2.19664 0.13935
H 2.26782 0.01522 2.20293
C 7.25307 0.62315 0.26487
H -4.25809 4.14239 3.23103
H -2.73586 -0.26006 0.02679
O -5.15483 -2.45400 -0.24115
H 2.59755 0.93383 0.49503
H -3.48347 3.66144 -0.33292
O 1.64210 2.58628 -1.76004
N 5.07707 0.21977 -0.50912
H 2.98254 0.29217 -4.14320
H 4.24377 2.23281 2.52346
O -0.13525 1.12878 2.32266
C -2.66673 -4.76639 -2.01082
O 0.45749 -2.54221 -1.23570
H -3.00582 3.03658 -4.35277
O 0.88249 -0.42132 -3.25600
H 3.08020 2.29388 0.95210
H -4.82463 -4.59377 -2.06529
H -1.85959 -4.03963 -1.91895
C 6.06940 -1.44929 1.04403
H -2.72354 -5.13283 -3.03580
S 0.74708 -1.27899 -0.53913
H -4.12500 -4.24179 0.25016
H -1.12860 0.63867 4.22936
H -6.88379 -2.21776 0.76087
H 5.21558 0.52262 -1.46264
H 8.41924 -3.48239 1.39808
O -1.44903 -1.10454 -2.89074
H 8.09230 0.13269 0.75808
H 5.26133 -2.15600 0.85515
H 1.06085 1.35939 4.06349
H -2.17119 3.82814 2.17461
F -0.79835 1.22228 -2.77283
N -0.12544 0.10234 -0.95535
S -0.32741 -0.27546 -2.44068
H -3.58763 1.35314 -2.32463
H -0.19430 -0.55133 3.54298
H 7.37590 -3.45989 -0.08248
H 7.59070 1.20151 -0.59513
H 4.46112 -0.56189 -0.68151
N -2.33679 2.83891 2.05589
C 2.30274 1.09606 2.33958
C 3.57775 1.60130 3.11144
H -4.21937 1.92338 2.17395
H -3.29230 -2.27046 -2.63516
C 1.00626 1.64345 3.01257
H -2.35917 2.59338 3.03533
H -3.75376 -0.14850 -1.20385
F 0.02640 -1.56730 0.88137
H -6.90574 -3.64946 -0.25120
H 6.74361 -1.06327 -0.90951
C -3.97919 -3.95073 -1.82070
H 2.51392 2.60947 -1.36553
```

Total energy in eV: -81798.292
HOMO energy in eV: -10.999
Lowest unoccupied orbital energy in eV: -3.731
Maximum force in Eh/bohr: 0.17541
Total charge: +1
Energy above the lowest of the compared OMol25 structures with the same formula, charge and spin in kJ/mol: 56.8